(1)
{"formula": "C27H23IrN4OTe", "method": "the ωB97M-V functional and the def2-TZVPD basis", "charge": 2, "energy_ev": -46496.732, "de_lowest_kj_mol": 96.1, "spin_multiplicity": 5, "max_force_ev_per_a": 0.446, "gap_ev": [6.76, 5.13], "species": ["Ir", "C", "C", "C", "C", "N", "C", "C", "C", "C", "C", "C", "N", "H", "H", "H", "H", "H", "H", "H", "H", "O", "C", "C", "C", "C", "C", "C", "C", "N", "C", "C", "N", "H", "H", "H", "H", "H", "H", "H", "C", "Te", "C", "C", "C", "C", "C", "C", "C", "H", "H", "H", "H", "H", "H", "H", "H"], "xyz": [[-0.5809, 0.6192, 0.7247], [-0.3768, 0.5242, 5.1092], [-1.5431, 1.1722, 5.4808], [-2.4605, 1.5171, 4.5024], [-2.1967, 1.2055, 3.1793], [-1.0495, 0.5998, 2.8218], [-0.1656, 0.2650, 3.7701], [-3.1460, 1.5198, 2.0781], [-4.4865, 1.7843, 2.2935], [-5.3016, 2.0700, 1.2078], [-4.7598, 2.0733, -0.0666], [-3.4195, 1.7744, -0.2101], [-2.6343, 1.5084, 0.8369], [0.3636, 0.2285, 5.8391], [-1.7370, 1.4086, 6.5184], [-3.3682, 2.0407, 4.7649], [0.7354, -0.2316, 3.4348], [-4.8992, 1.7455, 3.2909], [-6.3522, 2.2786, 1.3589], [-5.3632, 2.2916, -0.9360], [-2.9483, 1.7414, -1.1837], [-0.4451, 0.5931, -1.3953], [0.2627, 1.1647, -2.2721], [-0.0504, 0.8849, -3.6481], [0.6786, 1.4259, -4.6590], [1.7635, 2.2733, -4.3536], [2.0893, 2.5720, -3.0347], [1.3725, 2.0534, -1.9715], [1.7207, 2.4017, -0.6015], [1.1060, 2.0206, 0.5150], [1.7582, 2.6042, 1.5698], [2.7915, 3.3508, 1.0939], [2.7521, 3.2113, -0.2638], [-0.8872, 0.2245, -3.8347], [0.4339, 1.2112, -5.6902], [2.3513, 2.7029, -5.1534], [2.9272, 3.2341, -2.8617], [1.4444, 2.4574, 2.5891], [3.5297, 3.9492, 1.5994], [3.3917, 3.6548, -0.9029], [0.8001, -4.0425, 0.7505], [0.8651, -1.8822, 0.8446], [1.1469, -2.0051, -1.2719], [1.5533, -3.4261, -1.5648], [2.0756, -3.7732, -2.8073], [2.4217, -5.0872, -3.0754], [2.2538, -6.0603, -2.0994], [1.7382, -5.7197, -0.8608], [1.3792, -4.4017, -0.5917], [-0.2304, -4.3652, 0.8845], [1.3970, -4.4112, 1.5817], [1.9030, -1.2827, -1.5805], [0.2023, -1.7407, -1.7424], [2.2159, -3.0095, -3.5638], [2.8294, -5.3534, -4.0416], [2.5332, -7.0855, -2.3021], [1.6151, -6.4803, -0.0992]], "forces_ev_per_angstrom": [[0.1, -0.2, 0.4], [0.0, 0.0, 0.0], [0.0, 0.0, 0.0], [-0.1, 0.0, 0.0], [0.0, 0.0, -0.1], [0.1, 0.1, 0.0], [-0.1, 0.0, 0.0], [0.1, 0.0, 0.0], [0.0, 0.0, 0.0], [0.0, 0.0, 0.0], [0.0, 0.0, 0.0], [0.0, 0.0, 0.0], [0.1, -0.1, -0.1], [0.0, 0.0, 0.0], [0.0, 0.0, 0.0], [0.0, 0.0, 0.0], [0.0, 0.0, 0.0], [0.0, 0.0, 0.0], [0.0, 0.0, 0.0], [0.0, 0.0, 0.0], [0.0, 0.0, 0.0], [-0.2, 0.1, -0.1], [0.1, 0.0, 0.0], [0.0, 0.0, 0.1], [0.1, 0.1, 0.0], [-0.1, 0.0, 0.0], [0.0, 0.0, 0.0], [-0.1, 0.0, 0.0], [0.0, 0.0, 0.0], [-0.1, -0.1, 0.1], [0.0, 0.0, 0.0], [0.0, 0.0, 0.1], [0.0, 0.0, -0.1], [0.0, 0.0, 0.0], [0.0, 0.0, 0.0], [0.0, 0.0, 0.0], [0.0, 0.0, 0.0], [0.0, 0.0, 0.0], [0.0, 0.0, -0.1], [0.0, 0.0, 0.0], [-0.2, 0.0, 0.2], [0.2, 0.2, -0.3], [0.0, 0.0, -0.1], [0.0, 0.1, 0.0], [0.0, 0.0, 0.0], [0.0, 0.1, 0.0], [0.0, 0.0, 0.0], [0.0, 0.0, 0.0], [0.0, 0.0, 0.0], [0.0, 0.0, -0.1], [0.0, 0.0, 0.0], [0.0, 0.0, 0.0], [0.0, 0.0, 0.0], [0.0, 0.0, 0.0], [0.0, 0.0, 0.0], [0.0, 0.0, 0.0], [0.0, 0.0, 0.0]]}


(2)
{"formula": "C27H23N5O2S", "method": "the ωB97M-V functional and the def2-TZVPD basis", "energy_ev": -50753.899, "de_lowest_kj_mol": 28.3, "max_force_ev_per_a": 1.146, "gap_ev": 8.40, "smiles": "COc1cccc(-n2c(SCC(=O)N3CCc4ccccc43)nnc2-c2c[nH]c3ccccc23)c1", "species": ["C", "O", "C", "C", "C", "C", "C", "N", "C", "S", "C", "C", "O", "N", "C", "C", "C", "C", "C", "C", "C", "C", "N", "N", "C", "C", "C", "N", "C", "C", "C", "C", "C", "C", "C", "H", "H", "H", "H", "H", "H", "H", "H", "H", "H", "H", "H", "H", "H", "H", "H", "H", "H", "H", "H", "H", "H", "H"], "xyz": [[1.7711, 2.4690, -3.2245], [2.7884, 2.9296, -2.3614], [2.8440, 2.4062, -1.1125], [3.9710, 2.7269, -0.3499], [4.1254, 2.2115, 0.9195], [3.1694, 1.3657, 1.4605], [2.0453, 1.0665, 0.7073], [1.0764, 0.1807, 1.2171], [1.2822, -1.1203, 1.5973], [2.8254, -1.9420, 1.4960], [2.8876, -2.3213, -0.3159], [1.6127, -1.9178, -1.0320], [1.6174, -0.9532, -1.7794], [0.5157, -2.6589, -0.7796], [0.4885, -3.8940, 0.0035], [-0.9900, -4.1416, 0.3344], [-1.7080, -3.1563, -0.5340], [-3.0599, -2.9842, -0.7309], [-3.4921, -1.9467, -1.5468], [-2.5780, -1.0976, -2.1445], [-1.2133, -1.2657, -1.9579], [-0.7914, -2.3045, -1.1489], [0.1627, -1.6711, 1.9714], [-0.8046, -0.7655, 1.8342], [-0.2765, 0.3459, 1.3716], [-1.0200, 1.5343, 1.0712], [-0.5768, 2.8294, 0.9673], [-1.6190, 3.6480, 0.6517], [-2.7644, 2.9055, 0.5449], [-4.0642, 3.2857, 0.2360], [-5.0218, 2.2946, 0.2004], [-4.7009, 0.9602, 0.4663], [-3.4147, 0.5759, 0.7734], [-2.4306, 1.5597, 0.8115], [1.8649, 1.5867, -0.5673], [1.7614, 1.3768, -3.2740], [0.7862, 2.8300, -2.9094], [2.0075, 2.8799, -4.2046], [4.7174, 3.3715, -0.7858], [5.0044, 2.4578, 1.4950], [3.2927, 0.9417, 2.4449], [3.0971, -3.3863, -0.4018], [3.7117, -1.7408, -0.7302], [1.0775, -3.7914, 0.9147], [0.9041, -4.7044, -0.6071], [-1.2897, -5.1705, 0.1368], [-1.1888, -3.9118, 1.3828], [-3.7694, -3.6413, -0.2507], [-4.5485, -1.7964, -1.7094], [-2.9276, -0.2880, -2.7674], [-0.5040, -0.6085, -2.4316], [0.4090, 3.2287, 1.1125], [-1.5574, 4.6459, 0.5396], [-4.3122, 4.3173, 0.0334], [-6.0434, 2.5537, -0.0356], [-5.4853, 0.2191, 0.4316], [-3.1551, -0.4476, 0.9882], [0.9794, 1.3157, -1.1159]], "forces_ev_per_angstrom": [[-0.2, -0.1, -0.2], [0.3, 0.1, 0.2], [0.0, 0.0, 0.3], [-0.1, 0.0, -0.2], [0.0, 0.0, -0.1], [-0.3, 0.0, 0.0], [0.6, 0.5, -0.2], [-0.8, -0.5, 0.3], [0.7, -0.2, 0.2], [-0.1, -0.1, 0.0], [0.2, 0.2, 0.3], [0.4, -0.2, -0.1], [0.0, 0.1, -0.1], [0.0, 0.0, -0.1], [0.2, -0.5, 0.2], [0.0, 0.0, 0.1], [0.2, 0.1, -0.2], [0.1, 0.0, -0.1], [-0.1, 0.0, -0.1], [-0.1, -0.1, 0.0], [0.1, 0.2, -0.2], [-0.5, 0.0, -0.1], [0.7, -0.7, 0.2], [-0.9, 0.7, 0.0], [0.4, -0.1, 0.1], [-0.1, 0.6, -0.1], [0.1, -0.3, 0.2], [0.1, 0.4, 0.0], [-0.3, -0.5, 0.0], [-0.1, 0.1, 0.0], [0.0, 0.2, 0.0], [0.0, -0.2, 0.0], [-0.1, 0.0, 0.0], [0.0, 0.4, -0.1], [0.1, 0.1, -0.1], [0.0, 0.0, 0.0], [0.0, 0.0, 0.0], [-0.1, 0.0, 0.1], [0.1, 0.1, -0.1], [0.1, 0.0, 0.0], [0.0, 0.0, 0.1], [0.0, 0.0, 0.0], [-0.2, -0.1, -0.1], [0.0, 0.0, -0.1], [-0.1, 0.0, 0.1], [0.0, 0.0, 0.0], [0.0, -0.1, 0.0], [-0.1, -0.1, 0.1], [-0.1, 0.0, 0.0], [0.0, 0.1, 0.0], [0.0, 0.0, 0.0], [0.1, 0.1, 0.0], [0.0, -0.1, 0.0], [-0.1, 0.1, 0.0], [-0.1, 0.0, 0.0], [-0.1, -0.1, 0.0], [0.0, -0.1, 0.0], [0.0, 0.0, -0.1]]}


(3)
{"formula": "C27H24BaN10O3S", "method": "the ωB97M-V functional and the def2-TZVPD basis", "energy_ev": -60964.597, "de_lowest_kj_mol": 66.6, "max_force_ev_per_a": 1.026, "gap_ev": 6.48, "species": ["Ba", "O", "C", "N", "C", "C", "C", "C", "C", "C", "N", "C", "O", "C", "C", "C", "C", "C", "N", "C", "C", "C", "C", "C", "N", "H", "H", "H", "H", "H", "H", "H", "H", "H", "H", "H", "H", "C", "C", "N", "N", "C", "S", "N", "N", "H", "H", "H", "H", "H", "H", "N", "C", "O", "C", "C", "C", "C", "N", "C", "H", "H", "H", "H", "H", "H"], "xyz": [[-0.7643, -0.6055, -0.6566], [1.5148, 1.2626, -3.0450], [0.3471, 0.7871, -3.0727], [-0.0670, -0.4507, -3.1766], [0.8859, -1.4784, -3.4215], [1.6573, -1.3562, -4.5799], [2.5373, -2.3309, -4.9972], [2.6565, -3.4843, -4.2358], [1.9034, -3.6350, -3.0881], [0.9943, -2.6564, -2.6402], [0.1964, -2.8293, -1.4822], [0.4181, -3.8002, -0.5975], [1.2583, -4.7069, -0.5886], [-0.5124, -3.7934, 0.6306], [-0.3121, -4.8210, 1.5562], [-1.1190, -4.9154, 2.6704], [-2.1371, -3.9820, 2.8427], [-2.2714, -2.9972, 1.8890], [-1.4798, -2.8800, 0.8126], [-0.7472, 1.8407, -2.9324], [-0.5608, 3.0598, -3.5890], [-1.5342, 4.0312, -3.4941], [-2.6612, 3.7786, -2.7193], [-2.7484, 2.5622, -2.0759], [-1.8176, 1.6064, -2.1752], [1.5398, -0.4499, -5.1612], [3.1120, -2.1940, -5.9043], [3.3332, -4.2757, -4.5333], [1.9981, -4.5318, -2.5013], [0.4858, -5.5194, 1.3540], [-0.9676, -5.7097, 3.3903], [-2.8127, -4.0205, 3.6861], [-3.0574, -2.2527, 1.9790], [0.3450, 3.2021, -4.1605], [-1.4250, 4.9742, -4.0143], [-3.4541, 4.5065, -2.6175], [-3.6057, 2.3290, -1.4529], [3.4543, 3.7118, -0.2902], [3.3320, 2.5320, 0.5963], [4.1611, 2.1620, 1.5150], [3.6150, 1.0106, 2.0112], [2.4636, 0.6491, 1.4279], [1.5663, -0.7334, 1.7205], [2.2700, 1.6530, 0.5205], [1.1958, 1.7272, -0.3604], [4.3999, 4.2086, -0.0926], [2.6410, 4.4177, -0.1132], [3.4148, 3.4030, -1.3359], [4.1008, 0.4758, 2.7094], [0.7359, 2.6232, -0.2388], [1.5323, 1.6379, -1.3401], [-1.3268, -0.9984, 5.2390], [-1.9464, 0.2062, 5.2740], [-2.4134, 0.6710, 6.2952], [-2.0400, 0.9671, 3.9787], [-2.6063, 2.2343, 4.0055], [-2.6913, 2.9595, 2.8315], [-2.2107, 2.3877, 1.6633], [-1.6659, 1.1718, 1.6197], [-1.5889, 0.4854, 2.7593], [-1.2134, -1.4813, 6.1136], [-0.8407, -1.3492, 4.4338], [-2.9623, 2.6193, 4.9520], [-3.1222, 3.9510, 2.8167], [-2.2613, 2.9210, 0.7198], [-1.1214, -0.4878, 2.6707]], "forces_ev_per_angstrom": [[-0.5, 0.3, 0.9], [0.2, 0.0, 0.0], [0.1, 0.1, -0.5], [-0.2, 0.0, 0.4], [0.2, -0.2, -0.4], [0.0, 0.2, 0.1], [0.0, -0.1, 0.0], [0.0, 0.1, -0.1], [-0.1, 0.0, 0.1], [0.1, -0.3, 0.0], [0.0, 0.3, -0.2], [0.1, 0.0, -0.1], [0.0, 0.0, 0.0], [-0.2, -0.1, 0.2], [0.0, 0.0, 0.0], [-0.1, 0.1, 0.0], [0.1, -0.1, 0.0], [0.0, 0.2, -0.2], [0.2, -0.3, 0.0], [0.0, 0.1, -0.2], [0.1, -0.1, 0.0], [0.0, 0.0, 0.0], [0.0, 0.0, 0.0], [0.0, -0.1, 0.1], [-0.1, -0.1, 0.0], [0.0, 0.0, 0.0], [0.0, 0.0, 0.0], [0.0, 0.0, 0.0], [0.0, 0.0, 0.0], [0.0, 0.0, 0.0], [0.0, 0.0, 0.0], [0.0, 0.0, 0.0], [0.0, 0.0, 0.0], [0.0, 0.0, 0.0], [0.0, 0.0, 0.0], [0.0, 0.0, 0.0], [0.0, 0.0, 0.0], [0.0, 0.0, 0.0], [-0.1, 0.0, 0.0], [0.0, 0.0, 0.0], [0.0, 0.0, 0.0], [0.0, 0.0, -0.1], [-0.1, 0.0, 0.0], [0.0, 0.0, 0.1], [0.1, -0.1, 0.0], [0.0, 0.0, 0.0], [0.0, 0.0, 0.0], [0.0, 0.0, 0.0], [0.0, 0.0, 0.0], [0.0, 0.0, 0.0], [0.0, 0.1, 0.0], [0.0, 0.0, 0.0], [0.1, 0.0, 0.0], [0.0, 0.0, 0.0], [0.0, 0.0, 0.0], [0.0, 0.0, 0.1], [0.0, 0.0, 0.0], [0.0, 0.0, 0.0], [-0.2, 0.0, 0.0], [0.1, 0.0, 0.0], [0.0, 0.0, 0.0], [0.0, 0.0, 0.0], [0.0, 0.0, 0.0], [0.0, 0.0, 0.0], [0.0, 0.0, 0.0], [0.0, 0.0, 0.0]]}


(4)
{"formula": "C27H24CeIN8O5", "method": "the ωB97M-V functional and the def2-TZVPD basis", "charge": 1, "energy_ev": -71572.316, "de_lowest_kj_mol": 0.0, "max_force_ev_per_a": 3.397, "gap_ev": [5.59, 5.58], "species": ["Ce", "C", "C", "N", "C", "C", "C", "O", "C", "C", "N", "C", "C", "C", "C", "C", "C", "I", "C", "O", "H", "H", "H", "H", "H", "H", "H", "H", "H", "H", "H", "H", "O", "C", "C", "C", "C", "C", "C", "N", "H", "H", "H", "H", "H", "H", "H", "C", "N", "C", "C", "C", "O", "N", "C", "O", "H", "H", "H", "H", "H", "N", "C", "N", "C", "N"], "xyz": [[-0.9902, 0.2856, -0.0159], [-0.7488, 1.3415, -4.7904], [0.2256, 0.3380, -4.2977], [1.2558, 0.0397, -5.0727], [2.1013, -0.9029, -4.6536], [1.9525, -1.7321, -3.5576], [2.9520, -2.8149, -3.2638], [3.2859, -2.7441, -1.8600], [0.7886, -1.5457, -2.7526], [0.4630, -2.3886, -1.6567], [-0.3753, -2.0944, -0.6919], [-0.5494, -2.9156, 0.4249], [0.5593, -3.5741, 1.0198], [0.3577, -4.3751, 2.1440], [-0.9265, -4.4681, 2.6961], [-1.9915, -3.7000, 2.2106], [-1.8546, -3.0258, 1.0068], [-3.6385, -2.4459, 0.0301], [-0.0319, -0.4012, -3.0670], [-1.0634, -0.0100, -2.3335], [-1.0214, 1.1710, -5.8342], [-0.4582, 2.4045, -4.6623], [-1.6608, 1.2831, -4.1831], [2.9558, -1.0340, -5.3150], [3.8200, -2.6425, -3.8995], [2.5342, -3.8187, -3.5306], [3.7041, -3.6011, -1.6091], [1.0386, -3.2850, -1.6292], [1.5379, -3.4145, 0.6173], [1.1496, -4.9782, 2.5942], [-1.1224, -5.1217, 3.5502], [-2.9472, -3.7046, 2.7193], [1.2637, 0.6341, 0.0104], [1.9711, 1.8199, -0.3750], [1.1067, 2.8788, -1.0422], [1.6972, 4.0500, -1.5275], [0.9094, 4.9731, -2.2002], [-0.4681, 4.6821, -2.3856], [-0.9899, 3.5443, -1.7721], [-0.2219, 2.6721, -1.0997], [1.9163, 0.1199, 1.2162], [2.7388, 1.5533, -1.0801], [2.4717, 2.2840, 0.5001], [2.7851, 4.2015, -1.4310], [1.2909, 5.9230, -2.5778], [-1.1048, 5.2910, -3.0226], [-2.0588, 3.3432, -1.7311], [-2.2966, -0.0778, 5.2847], [-1.0244, -0.0928, 4.5050], [0.2184, -0.1653, 5.1040], [1.3921, -0.1845, 4.3718], [1.2422, -0.1795, 2.9522], [2.2706, -0.1566, 2.1724], [0.0048, -0.0768, 2.3950], [-1.1327, -0.0138, 3.1045], [-2.2467, 0.2007, 2.5467], [-2.1933, -0.7477, 6.1355], [-3.0919, -0.4430, 4.5984], [-2.5270, 0.9596, 5.5593], [0.2111, -0.2463, 6.1689], [2.3890, -0.1676, 4.8228], [-2.6215, 1.9415, 0.2385], [-3.0180, 2.6364, 1.0993], [-3.1889, 3.3902, 2.0896], [-4.1040, 4.2785, 2.3202], [-4.8924, 5.0498, 2.7123]], "forces_ev_per_angstrom": [[0.7, 0.7, -1.6], [-1.1, 1.0, 0.6], [0.3, -1.0, 0.2], [-0.7, 0.3, 0.9], [0.9, -0.8, -0.2], [-0.9, 0.1, -0.1], [-0.4, -0.3, 0.1], [0.4, -1.2, -0.2], [-0.4, 2.2, -0.8], [-0.6, 0.7, 1.2], [0.6, 0.8, -1.0], [-0.4, -0.9, 0.7], [-1.4, 0.2, 0.6], [-0.6, -0.2, -0.2], [0.0, 0.5, 0.4], [0.4, -0.7, -0.2], [1.1, 0.1, -0.2], [0.8, 0.4, 0.1], [0.1, 0.0, -0.4], [0.6, -0.1, 1.8], [0.3, 0.0, 0.1], [0.4, -0.6, -0.2], [0.1, -0.2, -0.3], [0.1, -0.1, 0.2], [0.2, -0.1, 0.1], [0.2, 0.6, 0.3], [-0.3, 1.0, -0.3], [0.0, -1.0, 0.3], [0.4, 0.0, -0.2], [-0.1, 0.4, -0.3], [0.2, 0.3, -0.2], [0.0, -0.2, -0.1], [-1.1, 0.8, -0.3], [-0.6, 0.1, 0.4], [-0.4, 0.1, 0.2], [0.3, 0.0, -0.2], [-1.2, -0.2, -0.1], [0.7, -0.4, 0.3], [0.1, 0.5, 0.1], [0.9, -0.7, 0.2], [0.2, -0.3, 0.2], [0.5, -0.2, -0.3], [-0.2, -0.3, -0.3], [-0.7, -0.1, 0.1], [0.1, -0.4, 0.0], [0.1, 0.1, 0.4], [0.2, 0.0, -0.3], [0.1, 0.0, -0.9], [0.2, -0.3, -0.3], [0.0, -0.2, -1.7], [-0.9, -0.1, 0.3], [-1.0, 0.8, 0.3], [-0.4, 0.0, -0.3], [0.7, -0.3, -0.6], [-1.0, 0.8, 1.1], [2.0, -0.8, 0.0], [0.0, 0.2, 0.1], [0.6, 0.3, 0.6], [0.0, -0.4, 0.1], [0.0, 0.2, 0.5], [-0.6, -0.2, -0.1], [0.6, -1.8, -1.2], [0.1, 1.5, 1.7], [0.9, -1.5, -1.1], [-2.4, 2.0, 1.4], [1.2, -1.0, -0.8]]}